Formula: C12H20Ca2F12N6O33S12
Source: OMol25
Level of theory: ωB97M-V with the def2-TZVPD basis set

Spin multiplicity = 2
Expectation value of S² = 0.764
Charge = -1
LUMO level (alpha / beta) = -1.17 / -5.34 eV

The geometry in XYZ format:
```
97
C12H20Ca2F12N6O33S12, DFT ωB97M-V with the def2-TZVPD basis set
H 3.57523 -1.67865 -2.24339
H -0.45237 -6.05992 -2.63234
H 2.99124 -0.34226 4.73108
H 3.86107 -2.86613 -0.06666
S -5.44972 1.00065 1.03776
C 5.99700 0.15375 -2.79315
C 3.97407 0.37993 -1.75435
S -4.16893 2.29166 5.95232
C -1.01904 -5.54007 -1.85986
F -0.20167 -3.86161 -4.01435
O 7.17228 0.33223 -3.18486
C 4.35137 1.96817 3.68067
H -1.53929 -6.28447 -1.25711
H 2.70916 -1.70196 0.41003
O -6.64002 1.36841 1.82505
O 1.83638 3.45424 1.36572
C 2.86981 1.37314 -1.87358
H 3.48738 -0.43057 -3.58979
O -0.16493 -4.92144 -1.00566
Ca -2.51667 3.00009 1.39689
O 5.17205 1.04777 -2.14561
O 5.05639 0.90587 2.99837
F -2.27539 1.62663 -1.42782
O -5.06583 1.92297 4.81671
O -1.31164 -2.05470 -3.11748
H 2.01926 -0.02948 3.41037
F -5.18656 -4.24509 -4.33305
H 3.78925 -0.06026 1.76925
C 3.99699 -0.77895 -2.69144
C 4.17052 -0.16364 2.78515
F -4.72433 3.70629 -1.15392
O -0.52250 -0.83676 1.89701
O 5.40274 -0.99229 -2.90854
F -5.01546 1.74538 7.13561
S 0.20075 -0.71992 -5.67018
S -2.03974 2.12412 5.08366
S -4.49317 -0.79517 -3.99373
S 0.34968 5.29546 2.71300
O 3.36052 5.25306 2.45215
H -1.63566 -4.90749 -2.49839
C 2.90382 -2.77382 0.44641
O -4.34712 -0.70742 -2.54451
O -3.80735 -3.23957 -2.63564
H 2.89987 1.89879 -2.82798
F -4.51675 0.92031 2.26525
C 3.03258 0.15987 3.76451
F -5.66004 0.27632 -4.35499
O -3.35590 -0.28876 -4.82946
F 2.91664 5.15379 0.11447
O -2.46769 -0.60567 -0.58766
F 0.15820 1.28776 2.53993
O -0.33720 0.29318 -1.62868
H 2.08379 -4.58314 0.06440
O 1.02629 5.14735 4.00244
O 1.23740 0.40704 0.55622
O -6.68836 3.36982 -0.01990
H 4.17249 -2.39901 3.06543
S -0.15747 -2.23719 -3.97396
H 5.31563 -1.59320 4.00771
O -2.55107 2.26869 3.71540
H 3.02068 2.13776 -1.11153
O -5.26337 -0.39176 0.55480
S -5.60792 2.54099 -0.50779
F -1.07219 0.85939 4.97797
N -5.33874 -1.89538 -4.54769
O -1.11225 3.15920 5.52112
O -3.22171 -3.34778 -5.06817
Ca -4.07629 -2.36330 -0.51405
H 5.52413 -1.69074 2.33372
O 4.81648 3.02712 3.98772
O 1.68851 -0.58078 -5.53576
O -0.73639 4.37113 2.36405
N -4.46176 2.29113 0.40589
F -0.56679 6.65926 2.89795
C 4.75708 -1.47913 3.07867
H 4.22961 -0.00079 -0.76549
O 3.16282 1.55360 4.13127
S -0.08298 0.41316 1.22626
N -0.43879 -2.14636 -5.59648
N -3.05217 1.32750 6.21694
O 1.18876 -2.00351 -3.42565
N 1.19880 5.93106 1.31987
N -1.18414 1.37257 0.71986
H 1.90978 -3.46521 -1.25166
O -3.96005 3.66894 6.30228
H 1.92546 0.86195 -1.68651
S -4.18428 -3.04013 -4.07078
O -0.62915 0.34429 -5.12905
O 0.43930 -3.14622 0.21179
C 1.72257 -3.58534 -0.18460
C -0.62837 -3.72622 -0.38794
S -1.45129 0.46330 -0.71144
S 2.26507 4.85236 1.53125
H 3.01608 -3.01096 1.50436
O -5.73411 1.65839 -1.65512
F -0.02749 -0.66362 -7.26583
O -1.81267 -3.39030 -0.25539
```

Formula: C12H20CeCl2N2
Source: OMol25
Level of theory: ωB97M-V with the def2-TZVPD basis set

Charge = 0
LUMO level (alpha / beta) = -0.06 / -0.05 eV

The geometry in XYZ format:
```
37
C12H20CeCl2N2, DFT ωB97M-V with the def2-TZVPD basis set
C 0.35090 -0.09764 -1.75371
C -1.19672 -2.19508 2.92629
H -1.51494 0.18656 -0.76219
H -3.49087 -1.52818 1.47459
H 0.99344 -0.46331 -3.73983
H 1.28747 2.38159 -2.66428
H -3.41371 -0.17329 2.61042
H 2.46991 0.32058 -0.52931
H 1.55744 1.84546 -4.33950
H -2.88214 0.05122 0.91564
H 0.97778 -3.06957 4.75378
C 1.10567 -3.15860 3.66232
H 1.59464 -0.87675 2.12036
Ce 0.60030 1.72956 1.32391
Cl 1.75017 2.19501 3.51478
H 0.72332 -0.84722 -1.04793
C -1.54485 -1.08081 2.15231
H 2.15235 -2.95660 3.40682
C 2.35142 0.93805 0.36768
C 1.22280 0.23405 -2.91764
N 0.62679 -1.13503 2.30412
H 2.27371 0.08738 -2.65743
H -1.87816 -2.88819 3.40522
C -2.89435 -0.64879 1.76279
H 0.85809 -4.19538 3.38481
C -1.45245 1.45740 -2.56030
C 0.96957 1.66254 -3.43086
Cl 0.38998 3.61144 -0.38455
H -2.34265 0.99027 -3.01126
C -0.51577 1.86827 -3.72373
H -0.78368 1.26697 -4.60385
H 3.25516 1.32627 0.88094
C 0.19863 -2.22021 2.97968
H -1.82859 2.36671 -2.06489
C -0.85541 0.49090 -1.58022
H -0.69873 2.91663 -3.98059
N -0.41652 -0.39224 1.80564
```

Formula: C12H20N2
Source: OMol25
Level of theory: ωB97M-V with the def2-TZVPD basis set

Energy relative to the best compared isomer or geometry (same formula, charge and spin) = 0.0 kJ/mol
Charge = +2
LUMO level = -8.78 eV

The geometry in XYZ format:
```
34
C12H20N2, DFT ωB97M-V with the def2-TZVPD basis set
H -0.54316 3.19070 -1.13906
H -3.73369 1.32560 -0.87234
C 0.37399 2.19208 0.46656
H 1.09707 0.92483 3.32942
C -1.62068 1.41512 -0.81699
C -1.16351 0.09722 -0.71141
H 2.90336 0.86210 0.96609
C 1.73553 -1.94322 -0.82022
H 2.33134 -3.75475 0.00994
C -0.36663 -2.38067 0.52526
H -2.99310 1.29648 -2.44308
H 1.38288 -3.90947 -1.37834
H -1.23958 -2.05826 1.06445
H 0.92036 3.01495 0.90589
N 1.92073 1.23369 2.79362
H -3.05891 2.82154 -1.53554
H 2.76083 1.01546 3.34899
C 1.97806 0.55744 1.46085
H -1.53050 -1.93144 -1.37491
H 2.00625 -0.51971 1.63149
C 0.78094 0.90799 0.59922
H -1.46393 3.21904 0.29674
H -2.21846 -0.67167 -2.39220
H 2.61134 -1.41242 -0.43396
C -2.90580 1.74775 -1.45144
H -0.17434 -3.44320 0.55033
H -2.95126 -1.04177 -0.84505
C -2.00030 -0.95518 -1.36447
N 2.01130 -3.32791 -0.84485
H 1.87142 2.25666 2.68258
H 1.56897 -1.60530 -1.84769
C 0.05377 -0.14261 -0.04963
C -0.82943 2.54197 -0.29324
C 0.48515 -1.52302 -0.01701
```

Formula: C12H20N2O
Source: OMol25
Level of theory: ωB97M-V with the def2-TZVPD basis set

Energy relative to the best compared isomer or geometry (same formula, charge and spin) = 972.5 kJ/mol
Charge = 0
LUMO level = -0.08 eV

The geometry in XYZ format:
```
35
C12H20N2O, DFT ωB97M-V with the def2-TZVPD basis set
C -1.76610 -0.10724 -2.50347
N 0.88137 0.11590 1.84185
H -2.29539 -1.07264 -2.58305
H 2.62172 1.58742 -0.10311
N -0.54695 -2.05284 0.47590
C -2.19122 0.65456 -1.16162
H -2.14206 0.44970 -3.45202
H 1.27890 1.86231 3.07726
H -3.24308 1.31973 -0.89935
H 2.42111 -1.17879 2.35936
C 0.66795 -2.24845 1.13156
C -0.26412 -0.90159 -2.55786
C 0.54747 0.13926 -1.86330
C -0.47536 0.25233 1.53135
H 0.40703 1.11473 -2.63686
H -3.10421 -0.01432 0.86449
C 2.20793 -0.10967 -1.51092
H 0.13256 -1.13696 -3.55765
H -0.67569 -1.83185 -1.94140
H 2.62908 -0.73757 -2.32468
H -0.29698 3.39397 2.95950
C -1.05526 -0.63068 0.71314
H 2.83313 1.86457 -2.11503
H 0.11877 0.57755 -0.93860
C 0.34849 2.36919 2.32277
H -1.42003 1.56080 -0.78425
H -3.27379 -1.16967 -0.10562
H 1.07392 2.72249 1.19625
C 1.36876 -1.10090 1.76735
C -2.35094 -0.36809 0.05400
O -0.93995 1.56250 1.76688
C 3.08124 1.17107 -1.09046
H 2.15483 -0.76352 -0.70101
H 4.25868 1.11681 -0.82528
H 0.98722 -3.32492 1.15674
```

Formula: C12H20N3OZn
Source: OMol25
Level of theory: ωB97M-V with the def2-TZVPD basis set

Charge = -1
LUMO level (alpha / beta) = 2.73 / 2.66 eV

The geometry in XYZ format:
```
37
C12H20N3OZn, DFT ωB97M-V with the def2-TZVPD basis set
H 0.61633 0.04951 3.54708
N -0.01519 -0.23419 1.02180
C -1.92538 2.81069 -3.56967
C 3.88012 -1.83094 1.30007
H -2.81500 2.95267 -2.95776
H -2.30008 2.26964 -4.39174
C -2.04020 0.44613 1.48655
H -2.08043 1.06141 -4.46330
H 1.97869 -0.63770 -3.58419
H -2.79491 0.52706 -0.53395
C -1.97289 0.34397 0.11927
H 3.05959 -3.13198 2.78407
C 1.30584 -0.72247 1.14761
C -0.45585 0.13256 3.39612
O -0.01839 -0.46820 -1.23208
H 4.38715 -0.39661 -0.26026
H -1.43338 3.71485 -3.92660
Zn -0.52587 -0.16687 -3.08298
H -1.17343 2.17104 -3.05990
H 1.03789 -1.10660 -4.86776
H -0.78080 1.07898 3.83268
C -0.65396 -0.10758 -0.16051
H 4.87293 -2.28512 1.30592
C 2.84696 -2.30619 2.10537
H 2.12536 0.68910 -0.27853
N -0.85808 0.12853 2.01101
C 1.56452 -1.76393 2.04663
H -2.95534 1.69422 3.00034
C 3.61078 -0.79468 0.40254
H -3.45771 -0.02391 3.06288
C 2.34388 -0.20106 0.33876
H 0.91897 -1.89897 -3.42656
H 0.77813 -2.13733 2.72288
C -3.16717 0.80144 2.38291
H -0.94203 -0.70468 3.90647
N 1.06151 -0.98260 -3.85932
H -4.02255 1.02978 1.73413
```